i:
ORCA calculation (the ωB97M-V functional and the def2-TZVPD basis) on a cluster of 8 separate species, C58H126N6O10 in total.

ORCA input file:
```
! RIJCOSX wB97M-V def2-TZVPD def2/J DEFGRID3
* xyz 0 1
C 19.38354 16.85231 18.39816
C 19.37577 16.03444 19.75394
C 19.45827 17.00810 20.98690
C 19.08208 16.40868 22.40326
C 17.78094 15.59641 22.35085
C 17.68386 14.58785 21.14467
N 18.08072 15.27586 19.86365
O 17.93950 14.51310 18.73546
C 18.68064 13.38759 21.45723
C 16.21799 14.07457 21.10867
C 20.71161 15.27961 19.90864
H 18.44428 17.33002 18.11944
H 19.50043 16.11414 17.60472
H 20.19811 17.57556 18.43652
H 20.38851 17.57338 20.93020
H 18.83932 17.87455 20.75395
H 18.84734 17.26748 23.03211
H 19.94962 15.84496 22.74632
H 16.95055 16.30123 22.30874
H 17.68491 15.15789 23.34412
H 19.45356 13.64458 22.18156
H 18.15482 12.57560 21.95950
H 19.13533 13.01734 20.53839
H 15.37934 14.75305 20.95241
H 16.20649 13.36011 20.28556
H 15.99004 13.53950 22.03054
H 21.57204 15.91765 19.70701
H 20.75711 14.50583 19.14229
H 20.87290 14.76346 20.85505
H 17.39418 15.12284 18.23303
C 12.69673 6.16743 18.47456
C 13.29912 6.96499 19.65514
C 13.71074 8.33406 19.26991
C 12.52205 9.22222 18.99327
C 11.57977 9.31679 20.19463
C 11.23707 7.96487 20.90104
N 12.35205 7.01866 20.79792
O 12.11387 5.84240 21.42713
C 11.06782 8.34382 22.36174
C 9.89136 7.42656 20.26665
C 14.58061 6.26702 20.16397
H 12.31601 5.18134 18.74062
H 13.36852 6.00341 17.63201
H 11.83317 6.62521 17.99207
H 14.16210 8.89113 20.09091
H 14.39939 8.37511 18.42600
H 11.91741 8.91431 18.14022
H 12.94083 10.19195 18.72431
H 10.59089 9.71630 19.96968
H 12.01475 10.00411 20.92023
H 12.03087 8.70559 22.72195
H 10.27036 9.07297 22.50493
H 10.74735 7.57668 23.06666
H 9.59927 6.47877 20.71885
H 9.03607 8.04180 20.54604
H 9.82588 7.46149 19.17917
H 15.17608 5.84184 19.35605
H 14.46979 5.38631 20.79656
H 15.15689 7.04792 20.66016
H 11.49230 5.42451 20.82660
C 22.44093 16.99554 12.00550
C 22.59983 18.33502 11.22625
C 23.98987 18.96941 11.55132
C 24.27636 20.04629 10.46860
C 24.29487 19.45040 9.04679
C 23.03904 18.67748 8.68158
N 22.52696 17.90178 9.79331
O 21.48459 17.16441 9.39610
C 21.95494 19.61691 8.01525
C 23.55254 17.71100 7.63101
C 21.46560 19.36147 11.58460
H 23.15766 16.19660 11.81554
H 21.37902 16.74981 11.99755
H 22.70481 17.10519 13.05738
H 23.88882 19.44921 12.52481
H 24.74054 18.18954 11.67934
H 25.19680 20.56046 10.74522
H 23.45473 20.76123 10.51192
H 25.15135 18.77919 8.98342
H 24.53358 20.29243 8.39710
H 21.27695 19.00958 7.41561
H 21.42636 20.22790 8.74695
H 22.26474 20.31183 7.23473
H 24.16936 18.13348 6.83781
H 24.21385 16.99304 8.11608
H 22.77619 17.05759 7.23297
H 21.37338 19.55695 12.65297
H 20.51842 18.86821 11.36632
H 21.46716 20.32780 11.08033
H 20.74106 17.72158 9.15461
C 20.69215 10.93311 11.77411
C 21.28149 9.72224 12.60724
C 22.35974 10.29083 13.47459
C 21.72973 11.02089 14.68116
C 20.91786 10.02934 15.57014
C 19.84636 9.33001 14.75954
N 20.35857 8.84263 13.44158
O 19.35626 8.31364 12.69073
C 19.39708 8.19047 15.64121
C 18.65189 10.28528 14.68416
C 22.03747 8.72808 11.62629
H 19.69192 10.70885 11.40350
H 21.38809 11.26925 11.00549
H 20.40165 11.77748 12.39921
H 23.01961 9.53644 13.90303
H 23.04518 10.97582 12.97555
H 21.21822 11.94091 14.39831
H 22.59190 11.33151 15.27131
H 20.38453 10.54742 16.36717
H 21.65178 9.33475 15.97880
H 18.71708 7.49480 15.14954
H 20.17079 7.49124 15.95830
H 18.89745 8.58611 16.52549
H 18.99416 11.29696 14.46635
H 17.91635 9.91436 13.97036
H 18.10487 10.46760 15.60916
H 22.62221 9.33042 10.93104
H 21.48067 7.98717 11.05260
H 22.77847 8.04914 12.04824
H 18.95267 9.08889 12.29362
C 13.52730 16.62854 11.97745
C 15.02879 16.81626 11.64076
C 15.50068 15.53688 10.94981
C 14.99458 15.38536 9.43507
C 15.43768 16.64437 8.69558
C 15.01060 17.95396 9.35239
N 15.36775 17.96571 10.80325
O 15.22066 19.21088 11.44324
C 15.65317 18.98278 8.60379
C 13.50637 18.12858 9.17032
C 15.74795 16.90559 13.02136
H 13.01833 17.58306 12.11142
H 13.23712 16.01956 12.83362
H 12.94376 16.25955 11.13399
H 16.58774 15.61337 10.92666
H 15.08322 14.70115 11.51139
H 13.90816 15.29728 9.44146
H 15.43038 14.49004 8.99169
H 14.81727 16.59473 7.80075
H 16.47174 16.62462 8.35145
H 15.52185 19.96296 9.06215
H 16.73324 18.98843 8.75047
H 15.40573 19.09836 7.54856
H 13.37570 18.62618 8.20937
H 12.91749 17.22323 9.02314
H 13.09889 18.79099 9.93405
H 16.81495 16.69502 12.94867
H 15.39182 16.09750 13.66031
H 15.43268 17.84060 13.48445
H 16.09921 19.56855 11.59093
C 25.48765 9.05774 24.44242
C 24.52738 8.92782 23.29721
C 25.07927 9.59701 22.01437
C 24.34334 9.13127 20.73289
C 24.56017 7.53897 20.69769
C 23.75361 6.84768 21.83897
N 24.20656 7.45217 23.08647
O 23.57844 6.81917 24.13084
C 22.27598 6.90731 21.57876
C 24.32594 5.38874 21.88278
C 23.26552 9.75134 23.66749
H 25.22020 8.55040 25.36934
H 25.60027 10.11005 24.70331
H 26.34756 8.52414 24.03755
H 24.83542 10.65667 21.93854
H 26.15123 9.43733 21.89820
H 24.81656 9.57681 19.85787
H 23.28903 9.38438 20.62126
H 25.62553 7.36577 20.84973
H 24.29935 7.23339 19.68444
H 22.06675 6.66361 20.53715
H 21.73815 6.11828 22.10437
H 21.79736 7.82379 21.92385
H 25.41235 5.34022 21.95666
H 23.89789 4.80054 22.69450
H 24.14456 4.86087 20.94653
H 23.51281 10.73986 24.05450
H 22.69775 9.29026 24.47566
H 22.64328 9.89658 22.78442
H 22.65412 7.06518 24.04887
C 28.32458 7.48789 10.80306
C 28.63446 8.55683 9.70441
O 29.83685 8.23203 9.06765
O 29.23795 7.54951 11.89311
H 28.59539 6.49135 10.45426
H 27.26810 7.51394 11.07005
H 28.78922 9.52735 10.17585
H 27.78832 8.63017 9.02121
H 30.23266 8.96084 8.58416
H 29.08117 6.83597 12.51591
C 21.65744 3.64935 13.04502
C 20.23799 3.07490 13.17086
O 19.18657 3.78869 12.59130
O 21.84761 4.66027 14.03468
H 21.86317 3.94539 12.01636
H 22.32837 2.81055 13.23038
H 20.22286 2.82353 14.23137
H 20.17626 2.13436 12.62344
H 19.45571 4.69832 12.73873
H 21.14862 5.29335 13.85517
*
```

E_HOMO   -0.29742 Ha
SMILES   CC1(C)CCCC(C)(C)N1O.CC1(C)CCCC(C)(C)N1O.CC1(C)CCCC(C)(C)N1O.CC1(C)CCCC(C)(C)N1O.CC1(C)CCCC(C)(C)N1O.CC1(C)CCCC(C)(C)N1O.OCCO.OCCO

Atom charges from the Mulliken analysis, given in e for atoms 1 to 2: -1.888, 1.495

---

ii:
ORCA calculation (the ωB97M-V functional and the def2-TZVPD basis) on a cluster of 8 separate species, C58H126N6O10 in total.

ORCA input file:
```
! RIJCOSX wB97M-V def2-TZVPD def2/J DEFGRID3
* xyz 0 1
C -5.42647 -3.86581 -4.38483
C -6.54336 -3.16692 -3.48508
C -6.86041 -4.11147 -2.19749
C -5.77278 -4.15026 -1.19648
C -5.37980 -2.80552 -0.63252
C -5.12047 -1.75096 -1.80335
N -6.09823 -1.88482 -2.89773
O -5.81624 -0.93342 -3.99945
C -5.18123 -0.41056 -1.14813
C -3.64221 -1.94781 -2.28153
C -7.85221 -2.99239 -4.24294
H -5.14454 -3.25775 -5.24441
H -6.06812 -4.62859 -4.82589
H -4.50455 -4.18119 -3.89626
H -7.78312 -3.81221 -1.70034
H -6.99220 -5.15140 -2.49632
H -4.92928 -4.60407 -1.71675
H -5.86793 -4.92258 -0.43321
H -4.49935 -2.98065 -0.01427
H -6.16327 -2.40466 0.01059
H -4.63432 -0.43326 -0.20554
H -4.63666 0.28138 -1.79059
H -6.12963 -0.00460 -0.79621
H -2.85879 -1.88950 -1.52592
H -3.48948 -3.00363 -2.50520
H -3.29368 -1.31734 -3.09955
H -7.91365 -1.93809 -4.51273
H -8.72922 -3.19476 -3.62813
H -7.88692 -3.58124 -5.15953
H -6.59122 -0.36721 -3.97984
C 0.36549 -2.15809 -7.64870
C 0.55035 -2.17005 -6.11815
C -0.66050 -2.92504 -5.47636
C -0.44483 -3.42440 -4.11011
C 0.95636 -4.14557 -3.92674
C 2.15801 -3.36362 -4.52622
N 1.79072 -2.97535 -5.87600
O 2.92904 -2.48494 -6.54480
C 2.65050 -2.17281 -3.56477
C 3.37693 -4.41581 -4.62315
C 0.49433 -0.70535 -5.62224
H -0.57725 -1.66382 -7.88333
H 0.38003 -3.22551 -7.86892
H 1.21308 -1.73318 -8.18641
H -1.61462 -2.40985 -5.36525
H -0.89976 -3.77587 -6.11426
H -1.26424 -4.11856 -3.92350
H -0.72356 -2.64032 -3.40610
H 0.83474 -5.09705 -4.44443
H 1.00879 -4.24810 -2.84284
H 3.05619 -2.42708 -2.58555
H 3.37049 -1.49596 -4.02477
H 1.73936 -1.60108 -3.38860
H 3.55811 -4.86596 -3.64711
H 3.02380 -5.20303 -5.28926
H 4.38668 -4.05163 -4.81253
H 1.41800 -0.12907 -5.67552
H 0.11377 -0.62220 -4.60423
H -0.26859 -0.04998 -6.04240
H 3.19523 -3.18074 -7.15027
C 0.85532 -7.41746 2.92277
C 1.14531 -6.03145 2.12645
C 1.32127 -6.40317 0.63894
C 1.03430 -5.19865 -0.29060
C -0.41239 -4.56959 -0.06777
C -0.40663 -4.02619 1.38570
N -0.03781 -5.19151 2.31823
O -0.43648 -5.02382 3.62286
C 0.51536 -2.77995 1.61208
C -1.88757 -3.67385 1.60809
C 2.40884 -5.44340 2.75019
H 0.14842 -7.26836 3.73896
H 1.64101 -7.89532 3.50795
H 0.63067 -8.25473 2.26199
H 2.32803 -6.74447 0.39803
H 0.66729 -7.20772 0.30261
H 1.12757 -5.49337 -1.33585
H 1.90626 -4.59897 -0.02950
H -1.06449 -5.43649 -0.17440
H -0.88986 -3.82582 -0.70568
H 1.53949 -3.11029 1.43848
H 0.34892 -1.99261 0.87691
H 0.52135 -2.38871 2.62942
H -2.60246 -4.43408 1.29332
H -2.18454 -3.70666 2.65634
H -2.15109 -2.67374 1.26395
H 2.10434 -4.93706 3.66616
H 2.84918 -4.68482 2.10308
H 3.12331 -6.23391 2.97984
H -1.36266 -5.27550 3.60156
C -2.91035 2.53923 3.18771
C -2.34163 2.82342 4.63535
C -3.45552 3.57029 5.44057
C -3.06725 3.67960 6.96246
C -2.73188 2.26873 7.49584
C -1.62042 1.36788 6.69673
N -1.99893 1.51389 5.26781
O -1.20203 0.76758 4.35348
C -0.19635 1.90479 7.00289
C -1.67400 -0.10209 7.23314
C -1.04571 3.69042 4.42182
H -3.47565 1.60757 3.16496
H -2.12882 2.24813 2.48588
H -3.45617 3.36082 2.72383
H -3.81533 4.48154 4.96281
H -4.44667 3.12622 5.34846
H -3.86260 4.03020 7.62020
H -2.26894 4.41636 7.05184
H -3.69004 1.75466 7.57170
H -2.48901 2.25173 8.55830
H -0.00626 2.95677 6.79004
H 0.01356 1.74156 8.05996
H 0.54833 1.18618 6.66060
H -1.15613 -0.76644 6.54136
H -1.17905 -0.19778 8.19957
H -2.70275 -0.44772 7.33466
H -1.21992 4.45283 3.66257
H -0.23377 3.04658 4.08368
H -0.71369 4.10921 5.37181
H -0.57972 1.49756 4.31506
C 2.25270 1.28575 2.53807
C 3.62596 1.06740 2.02614
C 4.54008 2.23148 2.58508
C 5.17522 2.09481 4.00623
C 5.91223 0.71158 4.14592
C 4.94909 -0.46465 3.75938
N 4.21088 -0.23442 2.50901
O 3.48471 -1.34330 2.03015
C 5.90562 -1.68467 3.55592
C 3.97046 -0.64320 4.95942
C 3.77225 1.06845 0.48162
H 1.63153 0.39411 2.62308
H 1.63899 1.98828 1.97424
H 2.15931 1.72992 3.52907
H 5.32875 2.66269 1.96850
H 3.81952 3.04851 2.62191
H 4.47655 2.15637 4.84059
H 5.93447 2.87162 4.09684
H 6.07954 0.54700 5.21036
H 6.91405 0.51546 3.76380
H 6.53875 -1.83492 4.43037
H 5.39266 -2.64634 3.54376
H 6.44337 -1.50030 2.62589
H 2.97494 -0.25936 4.73643
H 3.97769 -1.67393 5.31391
H 4.20197 0.07877 5.74254
H 2.92536 0.47293 0.14068
H 4.76018 0.88939 0.05732
H 3.42360 2.00479 0.04592
H 2.73442 -1.34760 2.62902
C 3.00342 7.32601 -2.21666
C 2.73264 5.97708 -1.34935
C 3.07418 6.13594 0.12636
C 2.06662 6.92580 1.02227
C 0.59452 6.36016 0.91239
C 0.18348 6.21012 -0.59123
N 1.24788 5.61665 -1.42554
O 0.85365 5.55923 -2.79194
C -1.08675 5.42703 -0.75271
C -0.24044 7.74104 -1.03034
C 3.55157 4.74907 -1.86275
H 4.00905 7.74453 -2.25733
H 2.36564 8.14856 -1.89301
H 2.53742 7.35120 -3.20170
H 3.14237 5.16795 0.62279
H 3.92328 6.81241 0.22401
H 2.10462 8.00054 0.84460
H 2.27426 6.94151 2.09220
H 0.05542 7.19004 1.36932
H 0.50952 5.45648 1.51591
H -1.42724 5.37133 -1.78666
H -0.89932 4.41788 -0.38583
H -1.93072 5.89818 -0.24890
H -0.44166 7.73752 -2.10160
H -1.15424 8.19179 -0.64317
H 0.44985 8.57970 -0.93939
H 4.62860 4.76121 -1.69554
H 3.54168 4.36408 -2.88245
H 3.19990 3.88811 -1.29424
H 0.76654 4.61788 -2.95897
C 1.14635 4.33144 -5.41495
C 1.21952 2.86166 -4.93708
O 1.24345 2.66025 -3.56951
O 2.40243 4.86307 -5.31905
H 0.30668 4.87517 -4.98205
H 0.91392 4.20153 -6.47193
H 2.10798 2.34047 -5.29360
H 0.37487 2.21208 -5.16666
H 1.77297 1.87055 -3.43693
H 2.47411 5.35785 -4.49951
C -0.79220 1.37302 -0.67172
C -0.36209 0.44479 -1.81193
O 0.99524 -0.00757 -1.43889
O -0.93468 0.60816 0.54523
H -1.69371 1.90892 -0.96869
H 0.04602 2.05742 -0.54108
H -0.42577 0.82233 -2.83247
H -0.86304 -0.52294 -1.78641
H 1.02823 -0.13783 -0.48834
H -1.73172 0.95721 0.95080
*
```

E_HOMO   -0.28603 Ha
SMILES   CC1(C)CCCC(C)(C)N1O.CC1(C)CCCC(C)(C)N1O.CC1(C)CCCC(C)(C)N1O.CC1(C)CCCC(C)(C)N1O.CC1(C)CCCC(C)(C)N1O.CC1(C)CCCC(C)(C)N1O.OCCO.OCCO

Atom charges from the Mulliken analysis, given in e for atoms 1 to 2: -1.729, 1.474

---

Among the structures shown above, i is the most stable, with the second-best lying 126.1 kJ/mol higher.